one:
Density functional theory data (ωB97M-V with the def2-TZVPD basis set) for a molecular structure, C6H8O2.

Values from the calculation:
* lowest unoccupied orbital energy: 0.931 eV
* HOMO-LUMO gap: 9.950 eV
* HOMO level: -0.3314 Eh
* molar mass: 112.13 g/mol
* charge: 0

Structure (XYZ):
```
16
C6H8O2, DFT ωB97M-V with the def2-TZVPD basis set
C -2.423 0.177 0.678
C -1.151 -0.158 -0.153
C 0.018 -0.995 0.263
C -0.103 0.925 0.452
C 1.235 0.767 -0.464
C 1.316 -0.501 -0.520
H -3.006 1.015 0.339
H -1.940 0.420 1.843
H -3.029 -1.011 1.056
H -1.255 -0.059 -1.196
H -0.013 -2.093 0.534
H -0.152 1.998 1.117
H 2.286 1.342 -0.518
H 2.026 -1.383 -0.734
O 0.420 -0.284 1.281
O 1.046 0.094 -1.778
```

---

two:
Density functional theory data (ωB97M-V with the def2-TZVPD basis set) for C6H8O2 in the gas phase.

Values from the calculation:
* lowest unoccupied orbital energy: 0.932 eV
* HOMO-LUMO gap: 10.501 eV
* HOMO level: -0.3517 Eh
* molar mass: 112.13 g/mol
* charge: 0
* SMILES string: C1=C[C@H]2C[C@@H]1OCO2

Structure (XYZ):
```
16
C6H8O2, DFT ωB97M-V with the def2-TZVPD basis set
C -1.192 -0.305 0.922
C -0.124 1.191 -0.547
C 0.467 0.092 -1.459
C 0.789 -0.972 -0.396
C 1.271 -0.139 0.625
C 0.892 1.129 0.623
H -2.003 -0.916 1.396
H -0.680 -0.028 1.832
H -0.511 2.045 -0.942
H -0.285 -0.038 -2.291
H 1.592 0.496 -1.667
H 1.226 -1.835 -0.953
H 2.177 -0.471 1.293
H 1.294 1.891 1.285
O -1.394 0.593 -0.075
O -0.535 -1.484 0.256
```

---

three:
Density functional theory data (ωB97M-V with the def2-TZVPD basis set) for C6H8O2 in the gas phase.

Values from the calculation:
* lowest unoccupied orbital energy (alpha / beta): -0.167 / -0.160 eV
* HOMO-LUMO gap (alpha / beta): 7.353 / 7.367 eV
* HOMO level (alpha / beta): -0.2764 / -0.2766 Eh
* molar mass: 112.13 g/mol
* charge: 0

Structure (XYZ):
```
16
C6H8O2, DFT ωB97M-V with the def2-TZVPD basis set
C 0.230 0.863 1.731
C 0.425 -0.854 -0.730
C -0.095 1.355 0.389
C -0.550 -0.004 -0.089
C 1.792 -0.351 -0.871
C -1.922 -0.485 0.218
O 0.357 0.125 2.648
O 0.089 -1.958 -1.238
H -0.959 2.046 0.519
H 0.698 1.632 -0.114
H 1.909 0.318 -1.846
H 2.459 -1.194 -1.167
H 2.259 0.319 0.014
H -2.531 0.367 0.379
H -1.841 -1.221 0.988
H -2.321 -0.957 -0.830
```

---

The structure with the greatest stability is two.

---

one:
Density functional theory data (ωB97M-V with the def2-TZVPD basis set) for a molecular structure, C6H8O2.

Values from the calculation:
* lowest unoccupied orbital energy: 0.836 eV
* HOMO-LUMO gap: 9.574 eV
* HOMO level: -0.3211 Eh
* molar mass: 112.13 g/mol
* charge: 0

Structure (XYZ):
```
16
C6H8O2, DFT ωB97M-V with the def2-TZVPD basis set
C -0.150 1.616 -0.943
C -0.230 0.571 0.301
C -1.644 0.120 0.670
C -0.141 -0.806 -0.141
C 1.143 -1.091 -0.648
C 1.869 -0.185 0.098
H 0.001 2.720 -0.340
H 0.578 1.437 -1.631
H -1.389 1.819 -1.236
H -2.497 0.880 0.433
H -1.666 -0.136 1.716
H -0.102 -0.979 0.923
H 1.649 -1.858 -1.113
H 2.950 0.187 -0.088
O -1.681 -1.094 -0.399
O 1.104 0.416 1.063
```

---

two:
Density functional theory data (ωB97M-V with the def2-TZVPD basis set) for a molecular structure, C6H8O2.

Values from the calculation:
* lowest unoccupied orbital energy: 0.608 eV
* HOMO-LUMO gap: 10.271 eV
* HOMO level: -0.3551 Eh
* molar mass: 112.13 g/mol
* charge: 0

Structure (XYZ):
```
16
C6H8O2, DFT ωB97M-V with the def2-TZVPD basis set
C 0.794 -0.040 -0.319
C 0.448 -0.677 1.012
C -0.993 -0.259 1.090
C -1.249 0.495 -0.259
C 0.141 1.255 -0.203
C -0.337 -0.299 -1.227
H 1.896 -1.131 -1.933
H 1.095 -0.430 1.933
H 0.616 -1.723 0.815
H -1.169 0.427 1.881
H -1.602 -1.115 1.276
H -2.277 0.899 -0.441
H 0.457 1.695 0.693
H 0.430 1.909 -1.048
O 2.029 -0.337 -0.891
O -0.280 -0.672 -2.379
```

---

three:
Density functional theory data (ωB97M-V with the def2-TZVPD basis set) for a molecular structure, C6H8O2.

Values from the calculation:
* lowest unoccupied orbital energy: 0.614 eV
* HOMO-LUMO gap: 8.559 eV
* HOMO level: -0.2920 Eh
* molar mass: 112.13 g/mol
* charge: 0

Structure (XYZ):
```
16
C6H8O2, DFT ωB97M-V with the def2-TZVPD basis set
C -0.386 0.117 0.305
C 0.514 -0.001 1.523
C -1.154 -1.151 -0.011
C 0.658 0.665 -1.073
C 1.452 -0.347 -1.462
C 0.835 1.327 -2.190
O -1.261 1.195 0.309
O 2.059 -1.356 -1.376
H -1.179 1.735 1.104
H 0.341 2.269 -2.389
H 1.241 -0.800 1.389
H -1.771 -1.013 -0.898
H -0.092 -0.196 2.412
H 1.044 0.936 1.701
H -1.820 -1.392 0.822
H -0.479 -1.989 -0.168
```

---

four:
Density functional theory data (ωB97M-V with the def2-TZVPD basis set) for C6H8O2 in the gas phase.

Values from the calculation:
* lowest unoccupied orbital energy: 0.742 eV
* HOMO-LUMO gap: 10.075 eV
* HOMO level: -0.3430 Eh
* molar mass: 112.13 g/mol
* charge: 0

Structure (XYZ):
```
16
C6H8O2, DFT ωB97M-V with the def2-TZVPD basis set
C 2.037 -0.347 -0.133
C 0.742 0.220 0.004
C -0.324 -0.660 -0.799
C -0.301 -0.262 0.979
C -1.544 0.701 0.497
C -1.555 0.205 -0.759
H 2.665 -0.176 0.899
H 2.624 -0.277 -1.156
H 1.689 -1.431 -0.187
H 1.492 1.979 -0.595
H -0.555 -1.513 -1.728
H -0.151 -0.590 2.082
H -2.091 1.770 0.791
H -2.264 0.865 -1.456
O 0.741 1.606 0.011
O -0.459 -1.577 0.316
```

---

The structure with the greatest stability is two.

---

one:
Density functional theory data (ωB97M-V with the def2-TZVPD basis set) for C6H8O2 in the gas phase.

Values from the calculation:
* lowest unoccupied orbital energy: 0.938 eV
* HOMO-LUMO gap: 10.368 eV
* HOMO level: -0.3465 Eh
* molar mass: 112.13 g/mol
* charge: 0
* SMILES string: O[C@@]12C=CC[C@H]1OC2

Structure (XYZ):
```
16
C6H8O2, DFT ωB97M-V with the def2-TZVPD basis set
C 0.453 -0.639 -0.082
C 1.890 -0.374 -0.528
C 0.234 0.870 -0.173
C -1.041 1.102 0.595
C -1.788 -0.016 -0.139
C -0.987 -0.971 -0.701
H 1.210 -0.663 1.818
H 2.247 -0.178 -1.580
H 2.607 -0.923 0.221
H -0.079 1.033 -1.231
H -1.058 0.676 1.574
H -1.501 2.078 0.465
H -2.852 -0.011 -0.476
H -1.428 -1.976 -1.086
O 0.441 -1.082 1.263
O 1.651 1.073 0.060
```

---

two:
Density functional theory data (ωB97M-V with the def2-TZVPD basis set) for 4 unconnected molecules or ions with the total composition C6H8O2.

Values from the calculation:
* lowest unoccupied orbital energy: -0.130 eV
* HOMO-LUMO gap: 8.398 eV
* HOMO level: -0.3134 Eh
* molar mass: 112.13 g/mol
* charge: 0

Structure (XYZ):
```
16
C6H8O2, DFT ωB97M-V with the def2-TZVPD basis set
C 2.448 -0.121 -0.029
C 0.277 -0.052 0.231
C -1.206 -1.732 -0.157
C -1.954 -0.628 -0.113
C -0.981 0.469 0.083
C -1.440 1.797 -0.068
H 3.163 1.398 0.063
H 2.948 -1.072 -1.117
H 2.240 -1.026 1.441
H 0.446 0.138 1.232
H -1.399 -2.705 -0.567
H -2.938 -0.320 -0.304
H -0.627 2.574 -0.007
H -2.571 2.085 -0.210
O 1.364 0.585 -0.480
O 0.229 -1.391 -0.001
```

---

The structure with the greatest stability is one.

---

one:
Density functional theory data (ωB97M-V with the def2-TZVPD basis set) for C3Cl2F2 in the gas phase.

Values from the calculation:
* lowest unoccupied orbital energy (alpha / beta): -1.964 / -1.933 eV
* HOMO-LUMO gap (alpha / beta): 7.449 / 7.435 eV
* HOMO level (alpha / beta): -0.3459 / -0.3443 Eh
* molar mass: 144.94 g/mol
* charge: 0

Structure (XYZ):
```
7
C3Cl2F2, DFT ωB97M-V with the def2-TZVPD basis set
C -1.123 0.481 0.824
C 1.106 0.565 -0.909
C 0.028 -0.196 -0.012
F 0.573 -1.001 0.970
F -0.518 -1.055 -0.915
Cl -2.440 0.979 0.012
Cl 2.385 0.888 -0.011
```

---

two:
Density functional theory data (ωB97M-V with the def2-TZVPD basis set) for a molecular structure, C3Cl2F2.

Values from the calculation:
* lowest unoccupied orbital energy (alpha / beta): -1.550 / -1.550 eV
* HOMO-LUMO gap (alpha / beta): 7.918 / 7.919 eV
* HOMO level (alpha / beta): -0.3480 / -0.3480 Eh
* molar mass: 144.94 g/mol
* charge: 0

Structure (XYZ):
```
7
C3Cl2F2, DFT ωB97M-V with the def2-TZVPD basis set
C -0.497 -0.646 0.866
C 0.939 -0.298 0.499
C -1.052 0.385 0.084
F -2.030 0.082 -0.714
F -0.641 1.546 -0.545
Cl 1.954 0.885 -0.235
Cl 1.326 -1.955 0.046
```

---

The structure with the greatest stability is two.

---

one:
Density functional theory data (ωB97M-V with the def2-TZVPD basis set) for 4 unconnected molecules or ions with the total composition C4H15NO5.

Values from the calculation:
* expectation value of S²: 0.76
* lowest unoccupied orbital energy (alpha / beta): -4.018 / -9.458 eV
* HOMO-LUMO gap (alpha / beta): 10.428 / 4.972 eV
* spin multiplicity: 2
* HOMO level (alpha / beta): -0.5309 / -0.5303 Eh
* molar mass: 157.17 g/mol
* charge: +1

Structure (XYZ):
```
25
C4H15NO5, DFT ωB97M-V with the def2-TZVPD basis set
C 1.203 -0.555 0.550
C -0.356 -0.643 0.726
C -0.723 -1.498 1.914
O -1.052 0.666 0.910
C 1.704 0.889 0.713
N 1.082 1.833 -0.039
O 2.611 1.172 1.417
H 1.600 -1.176 1.328
H 1.333 -0.994 -0.420
H -0.750 -0.892 -0.225
H -0.473 -1.014 2.858
H -1.860 -1.622 1.969
H -0.104 -2.355 2.081
H -0.659 0.961 1.720
H 0.198 1.606 -0.489
H 1.355 2.794 0.236
H -1.346 -0.138 -3.130
H -1.573 0.094 -1.725
O -0.828 0.054 -2.372
H 1.623 -1.366 -2.770
H 0.227 -1.235 -2.460
O 0.951 -1.878 -2.580
H -2.867 1.111 0.081
H -2.995 -0.359 0.541
O -3.213 0.311 -0.218
```

---

two:
Density functional theory data (ωB97M-V with the def2-TZVPD basis set) for 4 unconnected molecules or ions with the total composition C4H15NO5.

Values from the calculation:
* expectation value of S²: 0.76
* lowest unoccupied orbital energy (alpha / beta): -3.119 / -10.294 eV
* HOMO-LUMO gap (alpha / beta): 11.066 / 3.089 eV
* spin multiplicity: 2
* HOMO level (alpha / beta): -0.5213 / -0.4918 Eh
* molar mass: 157.17 g/mol
* charge: +1

Structure (XYZ):
```
25
C4H15NO5, DFT ωB97M-V with the def2-TZVPD basis set
C -0.791 2.778 1.002
O -2.010 1.941 1.192
H -0.897 3.692 1.587
H 0.166 2.288 1.183
H -0.737 3.204 0.000
H -2.485 2.262 1.961
C 2.029 0.095 -3.513
O 2.799 0.184 -4.672
H 2.607 0.026 -2.591
H 1.403 0.987 -3.502
H 1.491 -0.841 -3.661
H 3.013 1.097 -4.880
C -0.733 -0.689 -1.170
O -0.514 -0.086 0.072
H -0.437 -0.041 -1.994
H -0.060 -1.546 -1.184
H -1.715 -1.127 -1.350
H -1.095 0.647 0.288
C -0.116 -2.503 2.562
N -0.600 -1.687 3.662
O -1.039 -0.613 3.324
O -0.229 -2.059 4.803
H 0.304 -3.395 3.027
H 0.580 -1.900 1.979
H -0.935 -2.714 1.874
```

---

The structure with the greatest stability is one.

---

one:
Density functional theory data (ωB97M-V with the def2-TZVPD basis set) for 2 unconnected molecules or ions with the total composition C2H8N3.

Values from the calculation:
* expectation value of S²: 0.76
* lowest unoccupied orbital energy (alpha / beta): -11.632 / -12.857 eV
* HOMO-LUMO gap (alpha / beta): 8.243 / 6.999 eV
* spin multiplicity: 2
* HOMO level (alpha / beta): -0.7304 / -0.7297 Eh
* molar mass: 74.11 g/mol
* charge: +2

Structure (XYZ):
```
13
C2H8N3, DFT ωB97M-V with the def2-TZVPD basis set
C -2.259 -0.151 -1.078
N -1.656 0.929 -0.805
H -2.435 -0.437 -2.135
H -2.644 -0.898 -0.355
H -2.212 1.807 -0.767
H 0.071 0.180 2.007
N 2.255 -0.412 -0.025
C 1.345 -0.612 0.888
N 0.258 0.205 1.003
H 1.895 0.189 -0.762
H 3.263 -0.392 0.075
H 1.690 -1.281 1.681
H -0.611 0.254 0.444
```

---

two:
Density functional theory data (ωB97M-V with the def2-TZVPD basis set) for 2 unconnected molecules or ions with the total composition C2H8N3.

Values from the calculation:
* expectation value of S²: 0.76
* lowest unoccupied orbital energy (alpha / beta): -10.694 / -14.345 eV
* HOMO-LUMO gap (alpha / beta): 9.120 / 5.287 eV
* spin multiplicity: 2
* HOMO level (alpha / beta): -0.7282 / -0.7215 Eh
* molar mass: 74.11 g/mol
* charge: +2

Structure (XYZ):
```
13
C2H8N3, DFT ωB97M-V with the def2-TZVPD basis set
C 0.986 -1.207 -2.351
N 0.624 -0.567 -1.282
H 0.974 -0.538 -3.212
H 1.412 -2.177 -2.068
H 1.169 -0.993 -0.500
H -0.032 1.904 0.150
N -1.094 -0.326 0.988
C -0.795 0.767 1.637
N 0.061 1.678 1.137
H -1.033 -0.712 0.045
H -1.827 -0.806 1.517
H -1.434 1.063 2.479
H 0.989 1.915 1.460
```

---

The structure with the greatest stability is one.